# FHN2O3

FHN2O3 as an isolated structure (ωB97M-V with the def2-TZVPD basis set, OMol25).

Total charge: 0
LUMO energy in eV: -0.93
Largest force on an atom in eV/A: 4.56
Energy in Ha: -435.4423
Frontier orbital gap in eV: 10.71

Structure (XYZ):
```
7
Properties=species:S:1:pos:R:3:lowdin_charge:R:1
N -0.441 0.044 0.664 -0.0056
N 0.724 -0.650 -0.042 -0.4022
O 1.298 0.101 -0.777 0.1086
O 0.934 -1.736 0.269 0.1858
O -0.449 1.293 0.523 0.0913
F -1.615 -0.598 -0.228 -0.1123
H -0.450 1.545 -0.408 0.1344
```

***

# C28H47BF3N4O8

A 2-piece molecular cluster, C28H47BF3N4O8 overall (ωB97M-V with the def2-TZVPD basis set, OMol25).

Total charge: +1
LUMO energy in eV: -4.26
Largest force on an atom in eV/A: 12.12
Energy in Ha: -2239.5553
Frontier orbital gap in eV: 7.16

Structure (XYZ):
```
91
Properties=species:S:1:pos:R:3:lowdin_charge:R:1
C 0.804 -4.942 -0.401 0.0174
C -0.672 -4.994 -0.049 -0.0891
N -1.256 -4.251 1.139 -0.0062
C -0.249 -3.281 1.752 -0.0742
N 0.725 -3.782 2.625 -0.0946
C 1.830 -2.888 3.227 -0.0609
C 2.945 -2.455 2.048 -0.0867
C 3.864 -3.711 1.527 -0.0481
F 4.424 -4.705 2.517 -0.0573
C 4.258 -3.959 0.092 -0.0240
F 4.219 -5.377 -0.381 -0.0150
F 4.712 -2.909 -0.856 0.0023
N 0.768 -5.119 2.984 0.1281
C 0.141 -5.341 4.210 0.0759
O -0.787 -5.804 5.092 0.0685
N -0.183 -1.791 1.463 -0.0350
C -0.959 -0.964 2.459 -0.1836
C -0.178 0.356 3.038 -0.1758
C -1.374 1.465 3.408 -0.1979
C -1.993 2.217 2.088 -0.2443
C -3.144 3.349 2.463 -0.2487
C -3.494 4.268 1.112 -0.1454
C -0.643 -1.597 0.037 -0.2100
C -0.522 -0.062 -0.531 -0.1118
O 0.760 0.000 -1.310 -0.2395
C 0.769 1.243 -2.130 -0.1631
C 2.318 1.492 -2.607 -0.1434
O 3.111 2.320 -1.685 -0.1955
C 3.704 1.462 -0.621 -0.1705
C 4.495 2.514 0.397 -0.1470
O 3.701 3.778 0.550 -0.2037
C 2.411 3.459 1.245 -0.2509
C 1.739 4.764 1.985 -0.0930
C -2.158 -2.242 -0.258 -0.0630
C -2.509 -3.484 0.794 -0.1677
B -3.790 -4.404 0.331 -0.3703
O -5.096 -3.722 0.045 0.0324
O -3.772 -5.883 0.170 0.0467
H 1.265 -5.991 -0.730 0.0975
H 1.464 -3.979 -0.332 0.0507
H -1.310 -5.711 -0.759 0.1473
H 2.464 -3.456 4.053 0.1579
H 1.394 -1.877 3.649 0.1208
H 2.420 -1.941 1.110 0.1269
H 3.632 -1.655 2.556 0.1330
H -1.998 -0.581 2.028 0.1281
H -1.243 -1.639 3.395 0.1492
H 0.321 0.100 4.086 0.1145
H 0.582 0.813 2.265 0.1067
H -0.993 2.278 4.191 0.1321
H -2.245 0.810 3.894 0.1257
H -2.518 1.480 1.316 0.1116
H -1.145 2.813 1.497 0.1047
H -4.184 2.866 2.775 0.1153
H -2.765 4.116 3.269 0.1086
H -2.755 3.924 0.242 0.0723
H -3.344 5.420 1.298 0.0789
H -4.586 4.051 0.704 0.0797
H 0.088 -2.255 -0.639 0.1494
H -0.428 0.767 0.290 0.1083
H -1.466 0.126 -1.226 0.1552
H 0.281 2.128 -1.538 0.1305
H 0.107 0.991 -3.090 0.1343
H 2.282 1.955 -3.692 0.1404
H 2.844 0.422 -2.637 0.1385
H 2.866 0.907 -0.017 0.1073
H 4.426 0.636 -1.045 0.1342
H 5.603 2.724 0.051 0.1400
H 4.563 1.970 1.455 0.1229
H 1.660 3.139 0.374 0.1153
H 2.515 2.538 1.981 0.1134
H 1.909 5.781 1.412 0.0952
H 2.233 4.871 3.052 0.0855
H 0.561 4.591 2.055 0.0721
H -2.941 -1.374 -0.028 0.1342
H -2.265 -2.566 -1.388 0.1460
H -2.842 -2.936 1.801 0.1658
H -5.206 -3.622 -0.962 0.1320
H -4.194 -6.037 -0.745 0.1368
O -0.707 2.991 -3.617 0.0674
C -1.081 2.995 -4.778 -0.4439
O -2.176 2.320 -5.236 0.0301
C -2.251 2.459 -6.654 -0.1681
C -1.460 3.699 -6.975 -0.1644
C -0.393 3.695 -5.910 -0.0816
H -1.825 1.562 -7.117 0.1304
H -3.297 2.552 -6.961 0.1312
H -1.062 3.705 -7.994 0.1248
H -2.095 4.586 -6.856 0.1270
H 0.482 3.112 -6.212 0.1369
H -0.103 4.710 -5.628 0.1362
```

***

# C4H4O2

A 2-piece molecular cluster, C4H4O2 overall (ωB97M-V with the def2-TZVPD basis set, OMol25).

Total charge: 0
LUMO energy in eV: 0.45
Largest force on an atom in eV/A: 0.85
Energy in Ha: -305.0317
Frontier orbital gap in eV: 9.30

Structure (XYZ):
```
10
Properties=species:S:1:pos:R:3:lowdin_charge:R:1
O -2.403 -0.015 0.012 0.1556
C -1.380 -0.608 0.052 -0.2357
O -0.165 0.069 0.213 -0.1329
C 0.295 1.971 -0.174 0.1505
C 0.932 -0.668 0.136 -0.2250
C 1.906 -1.357 0.050 0.1599
H -1.202 -1.689 -0.017 0.1606
H -0.478 1.983 -0.972 -0.0377
H -0.281 2.283 0.720 -0.0374
H 2.776 -1.969 -0.020 0.0421
```

***

# C2H3O3PS

An isolated ion of composition C2H3O3PS and charge -2 (ωB97M-V with the def2-TZVPD basis set, OMol25).

SMILES: O=[P@]1([O-])O[C@@H]1C[S-]
Total charge: -2
LUMO energy in eV: 6.14
Largest force on an atom in eV/A: 2.00
Energy in Ha: -1043.2991
Frontier orbital gap in eV: 5.79

Structure (XYZ):
```
10
Properties=species:S:1:pos:R:3:lowdin_charge:R:1
C -0.220 0.889 0.958 -0.6524
C 0.193 0.346 -0.473 -0.4204
O -0.430 -2.381 0.027 -0.4032
O 0.001 -1.675 -2.416 -0.4274
O 1.391 -0.514 -0.457 -0.2783
P -0.006 -1.345 -0.957 0.3001
S -0.909 2.608 1.656 -0.2009
H -0.981 0.201 1.335 -0.0019
H 0.669 0.775 1.583 0.0034
H 0.291 1.096 -1.256 0.0811
```

***

# C7H19NP

A 2-piece molecular cluster, C7H19NP overall (ωB97M-V with the def2-TZVPD basis set, OMol25).

Total charge: +1
LUMO energy in eV: -4.75
Largest force on an atom in eV/A: 6.38
Energy in Ha: -673.8993
Frontier orbital gap in eV: 8.70

Structure (XYZ):
```
28
Properties=species:S:1:pos:R:3:lowdin_charge:R:1
C 2.815 1.445 -1.073 -0.1959
C -0.276 -3.336 0.462 -0.0975
C -2.084 0.618 -1.668 -0.2583
C -1.612 2.014 0.710 -0.2710
C 2.580 1.428 0.449 -0.1991
C -0.660 -2.064 -0.221 -0.2533
C -0.671 -0.813 0.582 -0.3358
N -0.472 -0.856 1.950 0.2202
P -0.746 0.799 -0.353 1.0000
H 1.909 1.263 -1.565 -0.0100
H 3.421 0.682 -1.413 0.0305
H 3.313 2.443 -1.427 0.1147
H -0.583 -4.140 -0.169 0.0846
H -0.813 -3.433 1.321 0.0447
H 0.801 -3.460 0.708 0.1124
H -2.915 0.023 -1.464 0.0120
H -1.718 0.133 -2.593 0.0478
H -2.513 1.606 -2.059 0.0882
H -1.676 3.013 0.176 0.0881
H -1.093 2.194 1.650 0.0413
H -2.598 1.733 0.824 0.0151
H 3.638 1.770 0.843 0.1075
H 1.650 2.030 0.657 0.0410
H 0.034 -1.846 -1.213 0.1894
H -1.750 -2.131 -0.660 0.1664
H -0.568 0.017 2.353 0.0764
H 0.073 -1.521 2.376 0.0965
H 2.516 0.386 0.818 0.0441
```